A cluster of 16 separate species, C67H138O39PS12 in total in a non-equilibrium geometry. Source: the OMol25 dataset; level of theory: ωB97M-V/def2-TZVPD.

The geometry in XYZ format:
```
257
C67H138O39PS12 ωB97M-V/def2-TZVPD
C 12.35002 -16.08102 20.94715
C 13.31440 -16.20887 22.11233
C 14.66726 -15.39837 22.09800
C 15.64909 -15.85804 21.01397
P 16.80549 -14.56657 20.12616
C 18.41038 -14.37144 21.25862
C 19.08338 -13.00361 21.46224
C 20.09986 -13.05664 22.62527
C 20.20757 -11.66286 23.23527
C 17.33595 -15.10750 18.36362
C 18.21285 -14.08677 17.64436
C 19.71932 -14.31211 17.73072
C 20.22209 -15.34277 16.60466
C 16.07616 -12.94635 19.98840
C 14.77406 -12.80443 19.21679
C 14.00219 -11.40368 19.20017
C 13.77506 -10.66922 20.43832
H 11.88386 -15.09700 20.99748
H 11.52537 -16.79330 20.97367
H 12.79745 -16.14265 19.95512
H 13.42211 -17.26375 22.36476
H 12.84729 -15.85502 23.03140
H 14.98205 -15.25933 23.13226
H 14.40579 -14.37213 21.84003
H 15.11907 -16.24091 20.14185
H 16.39401 -16.53567 21.43112
H 19.09617 -15.19420 21.05647
H 17.94704 -14.51199 22.23517
H 18.38579 -12.25168 21.83108
H 19.66454 -12.68587 20.59656
H 21.05007 -13.44801 22.26192
H 19.68907 -13.69410 23.40822
H 20.75866 -10.94228 22.63097
H 20.76748 -11.77592 24.16360
H 19.24303 -11.19794 23.43927
H 16.40037 -15.35281 17.86100
H 17.97045 -15.99163 18.42551
H 17.95969 -13.02915 17.57050
H 18.02848 -14.25390 16.58314
H 19.97389 -14.61839 18.74536
H 20.35995 -13.43153 17.68304
H 19.51622 -16.15851 16.44849
H 21.23222 -15.75165 16.62887
H 20.18983 -14.87387 15.62120
H 16.80389 -12.32280 19.46909
H 15.81322 -12.59890 20.98753
H 14.12583 -13.63523 19.49548
H 14.96262 -12.96726 18.15564
H 13.05226 -11.53813 18.68281
H 14.68283 -10.77489 18.62618
H 13.19038 -11.29400 21.11352
H 13.21179 -9.74420 20.31511
H 14.73171 -10.29241 20.80016
C 19.86133 -21.39890 19.52658
C 20.98493 -22.34712 19.81951
O 21.27560 -22.31153 21.15486
S 20.10494 -21.55374 22.12565
O 20.69073 -20.38725 22.74863
O 19.32472 -22.52276 22.93063
O 19.22655 -21.17741 20.73135
H 19.12372 -21.90321 18.90230
H 20.22392 -20.47083 19.08465
H 21.88521 -22.16203 19.23356
H 20.75539 -23.40866 19.72713
C 11.25001 -10.88837 11.78363
C 12.21206 -10.99273 10.53915
O 13.07840 -9.78987 10.67986
S 13.25930 -9.32048 12.24784
O 13.17544 -7.91583 12.61191
O 14.41219 -10.02713 12.77615
O 11.88163 -10.05080 12.79352
H 11.25108 -11.82650 12.33864
H 10.28139 -10.43984 11.56294
H 11.53195 -10.99203 9.68736
H 12.78574 -11.91624 10.61738
C 23.16514 -16.98770 6.96690
C 24.67552 -17.29085 6.52060
O 25.48471 -16.50232 7.37667
S 24.86288 -16.51156 8.88225
O 24.73742 -15.15356 9.40960
O 25.46544 -17.55492 9.71314
O 23.32682 -16.99710 8.39620
H 22.45935 -17.80311 6.80853
H 22.67664 -16.04517 6.71969
H 24.88134 -16.95236 5.50514
H 24.87171 -18.36289 6.53882
O 6.61594 -8.75598 23.20313
S 6.07168 -7.51083 22.75794
O 6.93767 -6.32918 22.67701
O 5.41275 -7.68569 21.29078
C 5.30712 -6.50539 20.47742
C 6.53178 -6.32416 19.65269
C 4.60144 -7.05703 23.73540
H 4.89607 -5.60897 20.94171
H 4.57156 -6.77956 19.72118
H 7.39822 -5.82577 20.08743
H 6.23440 -5.61634 18.87897
H 6.91757 -7.24600 19.21739
H 4.29611 -7.90050 24.35461
H 3.88828 -6.63388 23.02798
H 4.73606 -6.22041 24.42099
O 14.38030 -11.12946 25.96806
S 14.03696 -10.89900 27.39525
O 14.88140 -11.23911 28.50754
O 13.47900 -9.35421 27.59531
C 13.05295 -8.59329 26.49127
C 14.14775 -7.76022 25.85473
C 12.44631 -11.63217 27.68645
H 12.11352 -8.09619 26.73309
H 12.77993 -9.34999 25.75578
H 14.63420 -7.11186 26.58348
H 13.74975 -7.21876 24.99652
H 14.75221 -8.53631 25.38525
H 11.68096 -11.30620 26.98212
H 12.10983 -11.32877 28.67784
H 12.72199 -12.68572 27.64027
O 13.86883 -19.51044 15.32782
S 13.92303 -19.05441 13.89775
O 13.66215 -17.67180 13.46227
O 15.36990 -19.52576 13.25591
C 15.76789 -20.86910 13.37351
C 16.95940 -20.92376 12.45995
C 12.71997 -20.11200 12.93386
H 14.93624 -21.55156 13.19829
H 16.07075 -21.05427 14.40409
H 17.40296 -21.91599 12.37729
H 17.52049 -20.07411 12.84901
H 16.72376 -20.68881 11.42199
H 12.38070 -21.04340 13.38716
H 13.38487 -20.39469 12.11770
H 11.90508 -19.50850 12.53404
O 25.89470 -17.52353 21.10918
S 26.89483 -18.64621 20.97312
O 28.18407 -18.54867 21.63103
O 26.21427 -20.12103 21.45347
C 27.03136 -21.22512 21.67962
C 26.61585 -21.97781 23.00953
C 27.09270 -19.20422 19.22558
H 28.08765 -20.96053 21.63139
H 26.92754 -21.90692 20.83553
H 27.12250 -22.94208 22.96978
H 25.58541 -22.33243 23.03320
H 26.94882 -21.58446 23.97000
H 26.06970 -19.17249 18.85068
H 27.35955 -20.26101 19.23413
H 27.82340 -18.56580 18.72898
O 2.66022 -15.38265 19.56110
S 3.53416 -14.98200 20.63362
O 3.95211 -15.90003 21.71975
O 4.80671 -14.31919 19.92493
C 4.59314 -13.43150 18.83337
C 5.86118 -12.62242 18.78920
C 2.84600 -13.52888 21.54792
H 3.74278 -12.75448 18.91481
H 4.47214 -13.83738 17.82903
H 6.73149 -13.06464 18.30430
H 6.32620 -12.30953 19.72406
H 5.60999 -11.70876 18.25048
H 1.97497 -13.95670 22.04427
H 2.73738 -12.75633 20.78671
H 3.58840 -13.24641 22.29435
O 24.16574 -7.64685 15.84935
S 22.72620 -7.61887 15.51906
O 21.76663 -8.36055 16.37206
O 22.28609 -5.97192 15.48157
C 23.04653 -5.01926 14.77698
C 23.78259 -4.15652 15.88268
C 22.39672 -8.05146 13.78143
H 22.47163 -4.43346 14.05975
H 23.85343 -5.37878 14.13843
H 24.42672 -4.79535 16.48691
H 23.10159 -3.49138 16.41365
H 24.55039 -3.51301 15.45318
H 21.38420 -7.83251 13.44236
H 22.61502 -9.10566 13.61083
H 23.28407 -7.64076 13.29974
O 7.37017 -19.19332 26.61991
S 6.05637 -19.42675 27.15613
O 5.82604 -19.99014 28.46157
O 5.16049 -18.02557 26.94692
C 5.69270 -16.84258 27.51119
C 6.56293 -16.01656 26.47648
C 5.10485 -20.41811 25.90643
H 6.28506 -16.91190 28.42355
H 4.78513 -16.25251 27.63856
H 6.33904 -15.88616 25.41772
H 7.55848 -16.44921 26.37757
H 6.66953 -15.07406 27.01354
H 5.30562 -21.48943 25.91490
H 5.23933 -20.00880 24.90519
H 4.03111 -20.34465 26.07899
O 27.33011 -7.56899 23.63966
S 28.57693 -7.11655 24.23413
O 29.60099 -6.46388 23.40041
O 28.26618 -5.91115 25.34813
C 26.88863 -5.88287 25.82888
C 26.83142 -5.01655 27.04257
C 29.29638 -8.26907 25.49998
H 26.31090 -6.78484 26.03085
H 26.25625 -5.34270 25.12431
H 27.55006 -5.24830 27.82868
H 25.88370 -4.97115 27.57911
H 26.97165 -3.97737 26.74499
H 28.62369 -8.35529 26.35330
H 30.26993 -7.83421 25.72627
H 29.34893 -9.27368 25.08032
O 18.95809 -15.19518 34.63587
S 20.18493 -14.62264 35.20898
O 21.01867 -15.39241 36.13437
O 21.17963 -13.93864 34.15190
C 20.67302 -13.30849 32.96641
C 21.60866 -12.12152 32.51722
C 19.73057 -12.99777 36.00622
H 19.59102 -13.19496 32.89951
H 20.93244 -14.13581 32.30584
H 22.54711 -12.05194 33.06729
H 21.25580 -11.13382 32.81392
H 21.94939 -12.07431 31.48292
H 19.10510 -13.41207 36.79694
H 18.91333 -12.52678 35.45995
H 20.56576 -12.31395 36.15767
C 26.70556 -15.49643 29.98257
C 25.64161 -16.31635 29.58894
C 25.30679 -16.46127 28.20711
C 26.00485 -15.72702 27.29328
C 27.04112 -14.90140 27.67875
C 27.42904 -14.78815 29.01423
H 26.88155 -15.43184 31.04617
H 25.13013 -16.90689 30.33464
H 24.51588 -17.09227 27.82937
H 25.71791 -15.88329 26.26388
H 27.69391 -14.38354 26.99166
H 28.30249 -14.23824 29.33214
C 12.55269 -23.80004 19.31319
C 13.60557 -23.86001 20.16142
C 14.86074 -24.24953 19.73309
C 15.03440 -24.70116 18.44630
C 13.96767 -24.65198 17.55109
C 12.70426 -24.29110 17.98218
H 11.58471 -23.42310 19.60869
H 13.50405 -23.45837 21.15881
H 15.58811 -24.22022 20.53088
H 16.01750 -24.97985 18.09665
H 14.14030 -25.02266 16.55149
H 11.82328 -24.51755 17.39997
C 14.15521 -3.13435 19.12966
C 12.90268 -3.00551 19.72810
C 12.79468 -2.50623 21.02647
C 13.97643 -2.25093 21.71457
C 15.23517 -2.29014 21.12040
C 15.32102 -2.81503 19.83651
H 14.15384 -3.34175 18.06976
H 11.91739 -3.07156 19.29077
H 11.79351 -2.42365 21.42302
H 13.93418 -1.84033 22.71259
H 16.16072 -2.10929 21.64676
H 16.23736 -2.88277 19.26894
```

Results
Gap between HOMO and LUMO: 8.28 eV
Energy relative to the best compared isomer or geometry (same formula, charge and spin): 0.00 kcal/mol
Charge: +1